1.
Computed, not measured: C3H8N2O2 as an isolated structure, with ωB97M-V with the def2-TZVPD basis set.

Calculated values
LUMO energy (alpha / beta)	0.000 / 0.000	Eh
multiplicity	1
relative energy (zero: lowest compared OMol25 entry of this formula, charge and spin)	164.8	kcal per mole
DFT total energy	-378.878404	Ha
Kohn-Sham gap (alpha / beta)	0.33412 / 0.33404	Ha
net charge	0

Atoms and positions in Å:
C 1.6004 1.0597 -1.7563
C -0.7263 -1.4192 2.1130
N -0.0492 -0.5548 -0.5815
C -0.9303 0.2512 -0.0739
O 0.2506 0.6853 -1.8584
O -1.2292 -1.3820 0.8010
N -1.3393 1.2726 0.4296
H -0.3913 -1.2607 -1.2231
H -1.2700 2.1457 -0.0802
H 2.2724 0.2177 -1.9665
H 1.7957 1.8326 -2.5112
H 1.8545 1.4759 -0.7699
H -1.2705 -2.1963 2.6643
H 0.3461 -1.6469 2.1587
H -0.9137 -0.4808 2.6543

---

2.
Computed, not measured: C3H8N2O2 as an isolated structure, with ωB97M-V with the def2-TZVPD basis set.

Calculated values
LUMO energy	0.030	Eh
multiplicity	1
relative energy (zero: lowest compared OMol25 entry of this formula, charge and spin)	47.2	kcal per mole
DFT total energy	-379.065727	Ha
Kohn-Sham gap	0.36786	Ha
net charge	0

Atoms and positions in Å:
N -1.7756 0.3749 1.2541
C -0.8896 -0.2985 0.4400
O -0.9019 -1.6405 0.5489
N -0.7288 0.2824 -0.8088
C 0.5945 0.0278 -1.3435
C 1.5545 0.1666 -0.1520
O 0.9251 -0.4115 0.9255
H -1.9670 -0.0936 2.1274
H -1.5801 1.3596 1.3750
H -1.0274 1.2485 -0.8632
H 0.8171 0.7326 -2.1430
H 0.6111 -0.9948 -1.7376
H 1.7378 1.2240 0.0853
H 2.5191 -0.2892 -0.4078
H 0.1112 -1.6884 0.6995

---

3.
Computed, not measured: one molecule with the formula C3H8N2O2, with ωB97M-V with the def2-TZVPD basis set.

Calculated values
LUMO energy	0.027	Eh
multiplicity	1
relative energy (zero: lowest compared OMol25 entry of this formula, charge and spin)	19.6	kcal per mole
DFT total energy	-379.109699	Ha
Kohn-Sham gap	0.38241	Ha
net charge	0
SMILES	NC(=O)NCCO

Atoms and positions in Å:
N -0.8394 -0.2958 2.3853
C -0.4326 -0.5249 1.0994
O 0.0741 -1.5927 0.7827
N -0.7389 0.5459 0.2468
C -0.1218 0.6390 -1.0955
C 1.3616 0.2504 -1.2088
O 1.5463 -1.1312 -1.2968
H -0.2178 -0.7424 3.0416
H -1.0807 0.6576 2.6066
H -1.7489 0.4116 0.1834
H -0.2509 1.6771 -1.4330
H -0.6532 -0.0156 -1.7895
H 1.9680 0.7029 -0.4025
H 1.7390 0.6706 -2.1491
H 1.0307 -1.5037 -0.5548

---

4.
Computed, not measured: one molecule with the formula C3H8N2O2, with ωB97M-V with the def2-TZVPD basis set.

Calculated values
LUMO energy	0.033	Eh
multiplicity	1
relative energy (zero: lowest compared OMol25 entry of this formula, charge and spin)	23.5	kcal per mole
DFT total energy	-379.103568	Ha
Kohn-Sham gap	0.37874	Ha
net charge	0
SMILES	N[C@@]1(O)NCCO1

Atoms and positions in Å:
N 1.7245 -0.0236 -0.9317
C 0.4331 0.4724 -0.5443
O 0.2068 1.5816 -1.3437
N -0.5819 -0.5595 -0.6798
C -1.2914 -0.6865 0.5870
C -0.3031 -0.0874 1.5852
O 0.3616 0.8995 0.8216
H 2.3024 0.7663 -1.2023
H 2.1648 -0.4686 -0.1322
H -0.1479 -1.4184 -0.9931
H -1.5562 -1.7263 0.7975
H -2.2185 -0.0996 0.5649
H 0.4051 -0.8480 1.9530
H -0.7720 0.3998 2.4445
H -0.7346 1.7852 -1.2715

---

5.
Computed, not measured: C3H8N2O2 as an isolated structure, with ωB97M-V with the def2-TZVPD basis set.

Calculated values
LUMO energy (alpha / beta)	-0.010 / -0.010	Eh
multiplicity	1
relative energy (zero: lowest compared OMol25 entry of this formula, charge and spin)	108.2	kcal per mole
DFT total energy	-378.968500	Ha
Kohn-Sham gap (alpha / beta)	0.33881 / 0.33879	Ha
net charge	0

Atoms and positions in Å:
C 0.0185 2.0629 -1.1923
C -0.6066 -2.1307 0.8524
N 0.0128 -0.8900 0.4590
C -0.7390 0.0892 -0.0848
N 1.5668 -0.0835 1.0282
O 0.0079 1.2796 0.0036
O -1.8709 0.0850 -0.5363
H 1.9125 0.8387 0.7498
H 1.9316 -0.7035 0.2975
H -0.9614 2.5247 -1.3240
H 0.2587 1.4519 -2.0676
H 0.7831 2.8288 -1.0550
H 0.1101 -2.9483 0.7507
H -1.4835 -2.3314 0.2246
H -0.9406 -2.0734 1.8941

---

6.
Computed, not measured: a 3-piece molecular cluster, C3H8N2O2 overall, with ωB97M-V with the def2-TZVPD basis set.

Calculated values
LUMO energy (alpha / beta)	-0.002 / -0.005	Eh
multiplicity	1
relative energy (zero: lowest compared OMol25 entry of this formula, charge and spin)	157.7	kcal per mole
DFT total energy	-378.889708	Ha
Kohn-Sham gap (alpha / beta)	0.32089 / 0.32149	Ha
net charge	0

Atoms and positions in Å:
C 0.0067 -2.4814 1.3470
C -0.9489 1.9977 -1.1807
N 0.3146 0.1183 0.6056
N 0.3030 1.9795 -0.4544
C 0.9297 -0.0724 -0.4731
O 1.0037 -1.5087 1.3672
O 1.2925 -0.5612 -1.4592
H 0.6683 0.6314 1.3969
H 1.0822 2.1329 -1.0982
H 0.4127 -3.3806 1.8336
H -0.2932 -2.7687 0.3268
H -0.8931 -2.1821 1.9051
H -1.7778 1.8231 -0.4926
H -1.0867 2.9964 -1.6171
H -1.0138 1.2757 -2.0068

---

- The lowest relative energy (zero: lowest compared OMol25 entry of this formula, charge and spin) belongs to which entry?
  number 3

---

- Which value of DFT total energy does entry 1 give?
  -378.878404 Ha

---

- Which of these has the lowest relative energy (zero: lowest compared OMol25 entry of this formula, charge and spin)?
  number 3